112
Properties=species:S:1:pos:R:3 method="wB97M-V/def2-TZVPD" e_homo_ev=-8.855 total_energy_ha=-135042.2227 homo_lumo_gap_ev=8.4 lumo_energy_ev=-0.4 multiplicity=1
H 2.07721 -0.88131 -0.30277
C -3.98464 -3.05651 -4.62895
C 4.31072 3.52146 7.64442
C 0.32089 -2.13198 1.27348
Br 4.72684 4.54236 6.06734
Br -1.88961 1.92506 6.59799
Br -6.53181 -0.13752 9.88405
C 0.30139 -3.89334 -12.94261
Br -3.85090 -3.50416 3.88293
H 4.35495 -2.41522 2.97654
Br -1.09303 4.35244 1.06370
Br -3.81612 0.05365 1.32274
Br -4.24628 4.64008 3.52445
C 6.60661 -1.20027 -2.55018
Br -9.70101 1.52276 -0.10533
Br 5.05330 1.75221 7.53372
H 2.80235 -2.38022 -0.91290
H -1.07467 2.05973 0.14755
C -2.24054 0.41468 -15.23364
Br 0.98638 6.59339 -1.21622
Br -7.54073 -2.63920 8.19296
Br -0.79977 -1.71072 6.31459
Br -4.82765 2.04726 7.81620
Br -3.61836 -0.07222 -13.98639
H 0.24488 -0.84661 4.25097
H -3.73230 3.49820 6.14591
Br -4.85916 -1.49569 -10.98535
H -6.02435 -3.18586 5.00614
C -3.17290 6.17278 3.98619
C -3.34033 -0.89257 -9.96046
N 2.95987 0.39920 2.32066
Br -3.88365 -2.37151 -6.42485
Br 1.20673 -6.62573 0.72079
C -7.82860 1.13954 0.10067
C -3.37313 3.05679 7.06431
Br 1.30776 2.61691 -0.15040
C 2.29829 -1.92913 -0.06458
H -2.70184 0.51522 -16.20338
H 3.36168 7.00760 -0.68387
H 8.47844 3.12485 -2.31717
C 5.95205 -1.03902 2.96727
C 2.87822 -6.02492 1.45463
N 1.02277 -2.62800 0.09552
H 4.70106 -1.57567 0.21321
C 2.45620 7.18606 -0.12560
Br -4.95074 -1.40546 -1.25595
H 6.83153 -1.99314 -3.24611
H 3.34402 -6.87376 1.92925
Br -3.66494 0.82501 -9.15772
Br 2.07493 -2.27121 5.05241
H 4.90067 0.65702 1.48890
Br 2.41835 3.50030 7.98320
Br -2.00236 -0.19266 -1.29298
Br 8.76785 3.24451 0.12742
Br -5.23867 -4.50601 -4.48913
C -0.38047 2.59584 0.77464
H -7.62998 0.22096 -0.43093
Br 7.21813 -1.76822 -0.81787
Br -4.45576 -1.88875 8.23228
H 3.59382 0.47891 0.38302
H -1.09209 -3.69338 1.24380
Br -1.71813 -0.89934 -10.99048
H -4.35231 -2.25601 -4.00498
Br 4.70353 -0.93660 -2.57648
Br -1.23861 -4.68164 -12.10925
Br -0.24542 1.65616 2.44470
C 5.04989 -2.00974 2.26502
C -5.53588 -2.64294 4.21079
O 7.02152 -0.69691 2.51675
Br 5.37069 -0.25544 4.66819
C -6.09857 -1.89172 9.22767
Br 1.27342 0.68061 5.88966
Br -7.35087 0.84649 1.93599
C -1.10211 -2.61507 1.29952
Br 1.49363 -3.11998 -11.64602
H 5.63199 -2.84359 1.92194
H 0.46260 -2.29196 -0.67892
H -5.95572 -2.52948 10.08561
Br -2.25265 -3.54523 -3.95778
C 3.97550 0.11909 1.32318
H -3.68817 6.69205 4.77917
Br -6.72744 2.50236 -0.70461
C 0.64015 -1.01758 5.24291
Br -1.45822 2.11554 -14.79679
C -3.79049 -0.01530 -0.59256
Br 2.61798 -4.67634 2.79354
Br 4.08159 -5.41023 0.07662
Br 2.36280 9.07593 0.21943
C 8.21077 3.88206 -1.59723
Br -3.01196 7.38483 2.49966
H -0.05600 -3.08693 -13.56439
H -3.20421 -1.60112 -9.15853
H 3.33799 0.55229 3.23966
Br 6.30203 4.09790 -1.68528
Br 2.58138 6.17282 1.50518
Br -2.83750 4.50671 8.21415
Br -0.89931 -0.96176 -15.39172
H -1.49974 -2.35303 2.26462
H 0.78377 -2.49147 2.17242
Br -6.68108 -2.70875 2.66917
H -1.71845 -2.16205 0.53997
Br 9.13183 5.49463 -2.09833
H 4.77815 4.01910 8.47950
Br 1.20905 -5.14014 -14.09194
H -4.18283 0.92370 -0.95404
O 2.97976 -2.09323 1.12740
Br -5.28972 -0.83023 4.81396
C 4.21645 -1.38751 1.15818
H 2.34590 1.14305 2.04586
Br 7.53757 0.37119 -3.14645
Br -1.45659 5.63824 4.66524
H 0.36946 -1.04573 1.33963

84
Properties=species:S:1:pos:R:3 method="wB97M-V/def2-TZVPD" e_homo_ev=-2.122 total_energy_ha=-3611.7990 homo_lumo_gap_ev=4.1 lumo_energy_ev=2.0 charge=-1 multiplicity=1 relative_energy_kj_mol=114.3
C -1.00419 2.94827 3.43941
H -0.02890 -3.17420 6.61501
H -1.07115 -2.78480 3.76266
H -1.70709 -2.51262 -1.50397
C -4.88087 2.41821 1.11942
F 3.98467 1.36225 -3.91292
F 1.11482 0.96607 5.28131
C -0.90697 -3.16826 -1.85410
C 1.55310 -1.36946 4.98074
C 3.34348 2.13047 -7.85674
O 0.17268 -5.51382 -2.55765
H 4.54792 3.35420 -9.16449
C -0.77424 4.43511 3.25545
C -0.82171 -3.13800 5.86445
C -6.84009 1.07389 4.84298
H -5.02520 3.30422 1.74267
C 2.77295 2.52858 -5.60352
H 1.70259 0.13466 -2.06690
O -6.14631 0.95724 2.59206
F -7.77231 0.10079 4.86527
H -4.75966 2.73951 0.08486
H 3.46217 1.23759 -8.47354
H 4.38870 3.99513 -7.52001
H 1.04487 -2.96494 -2.76461
C 0.21949 -2.33447 -2.42875
C -0.83332 -5.16757 -3.11331
N 2.63483 -0.25610 -1.88347
O 3.33864 1.68931 -6.49186
H 3.51841 -0.76761 1.47244
C -0.26441 -2.79100 4.49793
C 4.09624 -2.27636 -0.07869
O 6.32692 -1.87740 -1.05917
H -3.96026 1.94222 1.45272
C 3.02271 0.10545 -0.47585
O -7.22595 2.83369 3.21718
H -1.72279 2.78509 4.24521
F 1.86005 0.93868 -4.08244
O 0.29952 -1.47244 4.50002
O 2.19732 -2.29238 5.39769
H -0.57439 -3.75731 -0.99554
H -1.69988 4.93201 2.95362
H 3.96830 -3.27051 0.48522
F -1.77526 0.14361 0.36522
I 6.67251 -1.22288 1.82410
H 0.60084 -1.63620 -1.68362
F 3.14050 0.30397 5.61335
H 2.38347 2.58056 -8.12294
F -7.15420 1.92888 5.83014
H 3.87095 -2.52271 -1.17631
H 0.47063 -3.52689 4.16272
O 2.29227 3.59234 -5.88763
O -1.48393 -4.01788 -2.86524
F -1.99209 -5.23092 -5.20583
H 5.44323 2.62233 -7.81440
C 2.79215 1.91354 -4.20675
H -1.32152 -4.10824 5.84204
F 2.54072 2.81229 -3.24335
F -0.83544 -6.97205 -4.68112
H -0.03968 4.62511 2.46978
C 2.04301 0.07162 4.87404
H -6.98981 1.93001 0.94303
C 4.49654 3.08151 -8.10870
H 3.99266 0.72958 -0.43318
H -5.89309 0.59964 0.60085
C 5.64243 -1.84993 -0.01492
F -0.68167 1.38174 -1.01657
F -2.56816 2.06452 -0.22681
H -0.08463 2.42893 3.71844
C -1.42703 1.41708 0.09797
F 2.35552 0.39712 3.61287
C 3.08130 -1.19054 0.48896
F -5.67550 0.49696 5.19430
H -1.53618 -2.37833 6.19147
H 3.30934 0.21305 -2.48770
O 0.48069 2.25083 1.33960
C -1.58288 -5.98231 -4.16439
C -0.70040 2.06665 1.27283
O -1.57482 2.37267 2.25420
C -6.05014 1.46305 1.25017
H -0.41501 4.88719 4.18172
F -2.68847 -6.56239 -3.65344
H -0.12604 -1.77082 -3.30031
C -6.76644 1.75513 3.47894
H 2.20292 0.81880 -0.09438

86
Properties=species:S:1:pos:R:3 method="wB97M-V/def2-TZVPD" e_homo_ev=-8.800 total_energy_ha=-4525.1865 homo_lumo_gap_ev=6.5 lumo_energy_ev=-2.3 multiplicity=1 smiles="CCNP(CCCCC(F)(F)C(F)(F)S(F)(F)(F)(F)F)S(=O)(=O)C(F)(F)C(F)(F)C(F)(F)C(F)(F)F.O=C1CCCO1.O=C1CCCO1.O=C1CCCO1"
C -0.73324 0.73933 0.64478
C 2.38543 3.80919 3.32815
H -3.09571 -0.97249 4.13570
F 3.12175 -2.35046 -2.41023
C -6.72808 -2.14698 -1.21871
C 1.00227 3.38479 1.49102
C -6.99039 -2.02083 0.39465
C -6.17353 -3.60471 -1.72303
C -2.35767 0.37418 0.48536
C 5.67301 7.23181 -0.74508
F -5.65986 -4.48881 -0.65181
F -8.05357 -1.93947 -1.90096
O 0.53927 2.62876 2.52940
O -5.52409 1.04854 0.27243
H -1.50258 -3.90731 -6.48171
F -7.73838 -3.19524 0.97816
H 2.12338 -4.28830 -4.65260
H -0.49440 -3.61145 3.42151
C 4.52966 6.50363 -0.08485
C -1.67628 -1.77322 2.75011
H 1.53232 5.35754 2.07468
C -5.66105 -1.65674 1.28626
S 2.94151 -3.32768 -1.01559
H -0.78672 -1.08393 3.14244
C 2.01058 4.37840 1.98320
F 2.91070 -4.45197 0.32414
C 2.33113 -0.95136 0.68579
H -2.45869 -0.64501 -0.09156
O 0.61487 3.28174 0.33886
O 4.74212 4.91590 1.72857
F -7.93356 -0.85337 0.56918
H 0.41768 3.75347 4.24754
F 4.03267 -2.66868 1.40398
H -0.32305 0.51016 1.71999
H -0.68714 1.92500 0.51342
O 6.42445 6.40545 1.30240
O -0.68048 -2.79841 -4.93926
C 1.05177 -4.30687 -4.44110
C 5.21037 5.82712 1.06629
F -5.82205 -1.10438 -1.78073
H 1.34284 2.23890 4.39673
C 1.69117 0.02962 -0.48619
H 0.84534 -4.88015 -3.53305
H -1.55863 -2.04740 1.61553
C -1.59626 -3.21481 3.58201
H 3.77594 7.19512 0.30189
H -0.24862 0.53870 -1.57479
F -5.71528 -2.32696 2.63901
H 6.16355 6.56743 -1.46688
F 1.26475 -3.06407 -0.87395
H -2.81193 1.20163 -0.23124
H 7.64626 7.55475 0.08959
C 3.44542 -2.01294 0.17963
F -5.01035 -3.34126 -2.65060
C -1.03201 -4.05975 -5.50603
F 4.60147 -1.26434 -0.44046
C 0.04004 -0.04028 -0.57223
H 5.36716 8.13806 -1.27454
F -7.21508 -4.25990 -2.59242
H -0.39046 -1.12157 -0.68835
H 0.12804 -5.90446 -5.61691
F 1.27609 -1.52694 1.60230
F 2.59096 -4.64786 -2.05137
H 2.70736 4.56540 4.04902
H -2.34467 -3.96712 3.06157
C 6.60139 7.50412 0.40943
F 4.62760 -3.75402 -1.18264
C 0.50832 -2.91962 -4.27876
C 0.26356 -4.81967 -5.61973
F -4.40532 -2.15876 0.62874
O 1.02458 -2.02996 -3.62290
O -6.35438 0.81568 2.61192
H 2.12520 -0.15747 -1.55641
N -2.98848 -1.10966 3.10669
H 2.87300 4.42916 1.31457
H -1.86288 -3.09321 4.71535
H 0.77440 -4.54486 -6.55061
S -5.39296 0.18261 1.57720
H 3.20268 3.08782 3.20669
H 4.07624 5.77349 -0.75918
H -1.74718 -4.55460 -4.84058
P -3.29479 0.37377 2.16280
C 1.12882 3.09023 3.74400
H 6.34698 8.42862 0.93833
F 3.07634 0.00923 1.59022
H 1.93941 1.16999 -0.23424

66
Properties=species:S:1:pos:R:3 method="wB97M-V/def2-TZVPD" e_homo_ev=-8.622 total_energy_ha=-1931.3403 homo_lumo_gap_ev=9.1 lumo_energy_ev=0.4 multiplicity=1 relative_energy_kj_mol=34.3 smiles="CC(C)NC(=O)NC(=O)CSc1nnc(COc2ccccc2F)n1[C@@H](C)[C@@H]1C[C@H]2CC[C@@H]1C2"
H -4.60506 2.71514 -0.61761
H -3.37253 3.49619 0.37440
N -0.38151 1.13278 -0.71265
C 0.76906 0.95831 0.00713
H -1.60567 -2.36091 -3.90283
C 3.49691 1.62442 0.65476
H -5.90218 0.86608 0.19444
S -1.50578 -0.25648 -2.84105
H 3.49452 -3.07922 0.41174
H 1.22148 -3.69143 -0.63576
C -4.11486 -0.35044 0.60405
C 5.72762 1.76712 -1.04306
C 3.45587 2.32920 -0.54595
H -1.12778 2.69746 0.37037
H 3.46234 -2.50870 2.08481
H 2.60831 -1.61020 0.81920
F 2.33144 2.99254 -0.94156
C -2.82246 0.45410 0.78189
C 1.62588 -3.43439 1.43126
C 4.54820 2.39625 -1.39023
H 2.52710 -5.34583 0.99709
H 0.00381 -1.62849 -4.12463
O 2.50072 1.50407 1.57703
N 0.81311 -0.52057 -1.53647
C 1.17183 1.76233 1.19666
H 4.45288 2.94969 -2.31138
C -2.78440 1.51159 -0.33745
H 1.06637 -5.44645 1.98635
H 4.73625 0.45554 1.91270
C 5.79945 1.07200 0.15294
H 1.03121 -2.97572 2.22822
C 1.97185 -4.87330 1.80423
N 1.47329 -0.01965 -0.48444
C -4.40922 1.90109 1.40557
C -0.79060 -1.83130 -3.40675
H 0.57037 1.46315 2.06331
H 6.71423 0.57524 0.43666
N -0.92664 -2.66105 -1.11688
H -4.96348 2.60094 2.02929
H -1.93824 -0.17573 0.85562
C -0.35936 -2.76431 0.18646
H 2.58191 -4.88912 2.70311
H 6.57999 1.82002 -1.70154
C -1.40163 2.14727 -0.53503
H -3.08242 1.06715 -1.29020
H -2.07669 3.90535 -1.58969
C -3.83790 2.53881 0.13475
C 4.70086 1.00070 0.98363
C -0.28998 0.16361 -1.66878
C -3.15516 1.28430 2.02057
C -1.37029 3.09380 -1.73431
H -1.63856 2.55770 -2.64229
H -2.39409 2.02117 2.27345
O 0.76938 -3.35882 -2.46655
N 0.78736 -3.43508 0.24631
C -0.21090 -2.67599 -2.28029
H -3.36101 0.66708 2.89185
H -4.23784 -0.70371 -0.41992
C 2.87985 -2.60274 1.17242
H -1.78053 -2.11201 -1.10412
C -5.21080 0.65594 1.00981
H -0.37317 3.51249 -1.85525
H -5.79118 0.28819 1.85583
H 1.01163 2.83366 1.00836
O -0.95772 -2.25203 1.10885
H -4.10543 -1.21877 1.26157

66
Properties=species:S:1:pos:R:3 method="wB97M-V/def2-TZVPD" e_homo_ev=-8.362 total_energy_ha=-1931.3113 homo_lumo_gap_ev=9.0 lumo_energy_ev=0.6 multiplicity=1 relative_energy_kj_mol=110.3 smiles="COc1ccc(CN2CCN(C(=O)CCC(=O)Nc3nnc(C4CCCCC4)s3)CC2)cc1F"
C 2.90184 -2.08509 -0.40412
C -1.44823 -2.86256 0.64066
C 5.77495 0.67258 1.22325
N -4.38372 1.87896 0.82253
H -2.99441 -3.88715 -0.44920
H -5.39181 -2.16473 0.19846
C 2.35927 4.09119 -0.35827
H 3.47683 1.12334 -1.72384
H 6.26719 1.37287 1.89643
H -2.17800 -2.75719 -2.55664
H -1.32000 -3.66769 1.36707
C -0.84657 2.03644 -0.32101
H 3.08798 -2.57631 -1.34724
C -5.15773 -1.10805 0.07622
C 2.52219 -0.77495 1.97717
C 1.78460 -2.39537 0.35424
C 3.82655 -1.15398 0.03117
N -1.03765 0.94770 0.32529
H -6.03343 -0.62525 -0.36411
C 2.77524 1.94485 -1.57347
H 1.24310 -3.92422 -1.02334
H -0.41584 -0.96327 -0.81196
H 2.76259 4.80136 0.36612
H 1.58202 0.85222 -0.14292
H 4.29517 3.34184 -0.94348
H -2.16609 -0.97164 -2.54318
C -4.01283 -0.92839 -0.91381
C 0.82495 -3.46236 -0.12218
C -2.02532 -1.86622 -1.93529
H 0.74317 -4.24021 0.64327
H -3.58706 -2.84675 0.87206
N -3.03707 -1.85823 -0.89615
H 6.35400 -0.25319 1.17655
F 4.89969 -0.93696 -0.77766
H -3.80957 -0.53806 1.69809
H -4.78718 2.78977 0.63248
C -4.86517 -0.45841 1.44486
O -4.01120 -0.00081 -1.70694
H 0.75702 -1.93477 2.18035
H 0.10844 -2.02153 -2.15259
H -1.31990 -1.88946 1.14092
H 1.17856 3.04814 1.10854
O -6.37734 1.38715 1.68318
O 4.49586 0.45508 1.78230
C -3.07768 1.73488 0.46984
H 2.38538 -0.25044 2.90947
C -5.28471 0.98547 1.36305
H -5.47882 -0.93280 2.21190
C -2.86687 -2.92450 0.06233
H 2.63082 2.43592 -2.53910
H 1.03372 0.69426 -1.81204
C 3.34472 2.94870 -0.57630
C 1.44170 1.39292 -1.07980
N -0.52328 -3.04749 -0.45515
S -2.30219 3.01802 -0.45058
C -0.61614 -1.90619 -1.34425
C 3.66924 -0.47400 1.23680
H 5.71436 1.11299 0.22522
C 0.44875 2.53205 -0.84997
H 2.20110 4.62413 -1.29886
H 0.31849 4.36450 0.29496
C 1.02899 3.54734 0.14854
H 3.52610 2.45185 0.37830
H 0.26107 3.04846 -1.79832
N -2.27832 0.77003 0.77406
C 1.60846 -1.71684 1.55606

68
Properties=species:S:1:pos:R:3 method="wB97M-V/def2-TZVPD" e_homo_ev=-6.848 total_energy_ha=-3199.5343 homo_lumo_gap_ev=5.8 lumo_energy_ev=-1.0 multiplicity=1 relative_energy_kj_mol=292.3
H -3.73834 -2.48878 1.33971
C 0.79517 1.29636 -1.70004
H 4.06592 -2.28699 -1.34139
S 3.09397 0.45268 2.20777
N -0.43482 1.44812 0.45462
H 1.23407 -4.66369 -3.70036
H 0.03232 3.92899 1.04550
S 2.80027 -0.53129 -2.27134
Ir -0.23085 -0.58723 0.89364
H 2.46866 -3.30942 -0.04896
H 2.05875 0.38609 -0.24537
H -4.26095 3.28701 3.90040
C 0.47257 -4.28698 -3.02564
N -1.76752 0.08520 2.03471
C -1.92563 -4.46645 -2.48438
C -1.40644 4.43882 2.47386
H -3.10398 -3.38184 -1.16128
H 2.57008 -1.95331 1.05179
H 5.43396 3.63253 -3.70047
C -0.79395 3.52811 1.61576
H -2.81639 -5.04739 -2.69799
H 4.02271 -0.87691 -0.27992
C -2.10217 -3.45550 -1.56324
H 5.63753 2.13734 -2.76989
H 2.87188 1.61968 -1.21523
C 3.18144 1.36519 -4.33539
H -2.99863 -0.00050 -0.26662
H -3.88296 1.17470 3.13480
H 2.04111 0.10325 -5.43232
C 0.27325 -2.63094 -1.10346
H 1.02840 2.83209 -0.24853
C -2.98198 -1.08364 -0.12844
H 0.11163 0.45705 -1.85973
N 2.84637 0.70025 -5.45456
C -2.65681 -0.98614 2.43962
C 2.15118 0.79852 -1.24396
C -3.56149 -1.41375 1.25761
C -0.79163 -4.81520 -3.20362
S 3.33246 3.85872 1.00617
H -3.62659 -1.51329 -0.89470
C -3.33654 3.16675 3.34468
H -2.02913 -1.82331 2.74264
H -2.87966 5.19176 3.77537
N -1.59411 -1.49246 -0.29251
H -0.54487 2.85373 -1.05674
C 0.21955 2.19748 -0.62566
H -0.93119 5.41422 2.50175
H 4.92142 1.92868 -5.26577
C 4.92182 2.74490 -3.32875
C 0.94177 -3.38583 -2.08000
C -1.03849 2.15950 1.41058
H 0.90974 1.83579 -2.64009
N 0.93297 -1.90805 -0.18689
C 2.34950 -2.22534 0.02195
C -1.19660 -2.51046 -1.03581
C -3.10834 1.89072 2.89226
H -4.52790 -0.90917 1.32594
H -3.26679 -0.72792 3.30588
S 1.19253 -0.23523 2.70643
H 4.12851 3.05392 -2.65171
C -1.98955 1.35702 2.19817
H 3.46176 0.59914 -6.25647
C -2.54733 4.31375 3.23704
N 4.34102 2.00583 -4.43283
C 3.41119 -1.53854 -0.89129
H 1.99954 -3.18399 -2.15097
Sb 2.56994 2.72570 2.71616
H -0.90385 -5.58446 -3.95716